Density functional theory data (the ωB97M-V functional and the def2-TZVPD basis) for C50H71BN8PSr as an isolated structure in a non-equilibrium geometry.

The calculation puts the HOMO energy at -10.529 eV. The calculation puts the frontier orbital gap at 0.2881 hartree.

ORCA input file:
```
! RIJCOSX wB97M-V def2-TZVPD def2/J DEFGRID3
* xyz 1 1
Sr 0.11 -0.51 0.70
C -2.91 -0.15 4.88
C -2.91 -0.38 3.40
C -3.96 -0.30 2.52
C -3.43 -0.66 1.25
N -2.14 -0.88 1.36
N -1.80 -0.73 2.69
B -0.53 -1.47 3.27
N 0.85 -0.69 3.18
N 1.77 -1.04 2.23
C 2.95 -0.62 2.65
C 2.80 0.07 3.88
C 1.46 -0.01 4.20
C 0.76 0.43 5.44
C 4.22 -1.04 1.96
C 3.91 -1.83 0.68
C 4.98 -1.97 2.93
C 5.11 0.16 1.64
N -0.38 -2.83 2.52
N -0.10 -2.91 1.18
C -0.07 -4.18 0.87
C -0.34 -4.97 2.01
C -0.54 -4.08 3.04
C -0.86 -4.35 4.47
C 0.22 -4.58 -0.55
C -0.97 -5.35 -1.12
C 0.47 -3.33 -1.40
C 1.47 -5.47 -0.58
C -4.16 -0.90 -0.04
C -4.93 0.36 -0.46
C -5.15 -2.05 0.19
C -3.19 -1.30 -1.14
H -3.87 0.26 5.18
H -2.12 0.53 5.19
H -2.76 -1.09 5.42
H -4.99 -0.05 2.76
H -0.75 -1.68 4.43
H 3.57 0.52 4.50
H 1.48 0.91 6.10
H 0.32 -0.42 5.96
H -0.04 1.14 5.23
H 3.39 -2.77 0.92
H 4.84 -2.07 0.16
H 3.27 -1.26 0.01
H 4.36 -2.83 3.20
H 5.26 -1.44 3.84
H 5.89 -2.34 2.45
H 4.68 0.76 0.83
H 6.10 -0.18 1.33
H 5.23 0.81 2.51
H -0.40 -6.05 2.08
H -0.91 -5.42 4.63
H -1.83 -3.92 4.75
H -0.11 -3.93 5.14
H -1.87 -4.73 -1.12
H -1.18 -6.25 -0.53
H -0.76 -5.67 -2.15
H -0.42 -2.68 -1.42
H 0.70 -3.61 -2.43
H 1.32 -2.75 -1.01
H 1.32 -6.37 0.02
H 2.34 -4.94 -0.18
H 1.69 -5.77 -1.61
H -5.69 0.62 0.29
H -5.44 0.19 -1.41
H -4.26 1.22 -0.57
H -5.86 -1.81 0.99
H -4.62 -2.96 0.47
H -5.72 -2.24 -0.72
H -2.45 -0.52 -1.34
H -3.73 -1.48 -2.08
H -2.66 -2.23 -0.88
C -0.24 3.42 3.43
C -0.47 2.32 2.60
N 0.37 1.92 1.66
C 1.52 2.64 1.48
C 1.82 3.76 2.26
C 0.92 4.12 3.27
C 3.00 4.54 1.98
C 3.78 4.24 0.93
C 3.48 3.12 0.09
C 4.24 2.84 -1.06
C 3.94 1.75 -1.83
C 2.88 0.93 -1.42
N 2.12 1.17 -0.36
C 2.40 2.28 0.38
H -0.97 3.69 4.18
H -1.40 1.76 2.69
H 1.14 4.98 3.90
H 3.22 5.39 2.62
H 4.64 4.86 0.69
H 5.06 3.49 -1.32
H 4.49 1.50 -2.72
H 2.65 0.03 -1.99
C -1.90 2.21 -5.70
C -2.40 1.46 -4.46
C -3.81 1.93 -4.08
C -2.46 -0.04 -4.80
P -1.33 1.58 -2.91
C 0.31 1.13 -3.60
C 0.65 -0.23 -3.47
C 1.79 -0.76 -4.06
C 2.65 0.07 -4.76
C 2.36 1.43 -4.87
C 1.20 1.94 -4.31
C -1.24 3.37 -2.33
C 0.07 3.50 -1.54
C -1.34 4.49 -3.36
C -2.39 3.52 -1.32
H -2.59 1.99 -6.53
H -0.91 1.88 -6.01
H -1.88 3.29 -5.57
H -4.52 1.63 -4.87
H -3.88 3.01 -3.97
H -4.15 1.46 -3.14
H -3.16 -0.18 -5.64
H -2.83 -0.63 -3.95
H -1.49 -0.43 -5.11
H -0.01 -0.88 -2.91
H 2.01 -1.82 -3.97
H 3.54 -0.34 -5.24
H 3.04 2.08 -5.41
H 0.98 3.00 -4.43
H 0.95 3.49 -2.18
H 0.17 2.68 -0.82
H 0.07 4.44 -0.98
H -0.56 4.44 -4.12
H -1.23 5.45 -2.84
H -2.31 4.51 -3.87
H -2.30 2.79 -0.50
H -3.37 3.38 -1.78
H -2.37 4.53 -0.88
*
```

***

Density functional theory data (the ωB97M-V functional and the def2-TZVPD basis) for C47H33Cl2N4P2RuSSe2 as an isolated structure.

The calculation puts the HOMO energy (spin up / spin down) at -7.144 / -7.147 eV. The calculation puts the frontier orbital gap (spin up / spin down) at 0.1806 / 0.1805 hartree.

ORCA input file:
```
! RIJCOSX wB97M-V def2-TZVPD def2/J DEFGRID3
* xyz 0 2
Ru 1.82 -2.43 -0.56
C 5.71 -3.92 -0.57
C 5.93 -4.31 0.79
C 4.96 -4.12 1.71
C 3.71 -3.53 1.33
C 3.48 -3.11 -0.04
C 4.54 -3.35 -0.97
C 2.65 -3.30 2.18
C 2.55 -3.53 3.59
C 1.45 -3.16 4.27
C 0.37 -2.49 3.58
C -0.82 -2.11 4.13
C -1.87 -1.49 3.35
C -1.66 -1.13 2.08
C -0.36 -1.38 1.40
C 0.57 -2.25 2.19
N 1.59 -2.72 1.52
H 6.49 -4.09 -1.29
H 6.87 -4.75 1.08
H 5.13 -4.42 2.74
H 4.40 -3.06 -2.00
H 3.39 -3.98 4.10
H 1.36 -3.33 5.33
H -1.00 -2.31 5.18
H -2.82 -1.29 3.83
H -2.43 -0.66 1.49
H -0.59 -1.95 0.48
Se -0.30 1.46 4.28
P -0.05 2.32 2.36
C 1.15 3.69 2.34
C 1.76 4.07 3.52
C 2.65 5.14 3.54
C 2.92 5.84 2.37
C 2.30 5.47 1.19
C 1.42 4.40 1.16
C -1.60 3.05 1.74
C -1.73 4.38 1.36
C -2.95 4.86 0.90
C -4.06 4.03 0.83
C -3.95 2.71 1.24
C -2.73 2.23 1.70
C 0.58 1.15 1.12
C 0.46 -0.21 0.90
N 1.36 -0.49 -0.07
N 1.98 0.64 -0.45
N 1.52 1.62 0.25
P -2.24 -0.25 -1.41
Se -1.93 -2.14 -2.29
C -3.98 0.27 -1.39
C -4.86 -0.44 -0.58
C -6.20 -0.10 -0.53
C -6.67 0.96 -1.30
C -5.80 1.67 -2.11
C -4.46 1.33 -2.16
C -1.28 1.13 -2.07
C -1.47 2.41 -1.55
C -0.66 3.45 -1.99
C 0.34 3.21 -2.92
C 0.54 1.93 -3.42
C -0.27 0.89 -2.99
H 1.54 3.52 4.43
H 3.13 5.42 4.47
H 3.61 6.67 2.39
H 2.51 6.01 0.27
H 0.96 4.10 0.23
H -0.89 5.05 1.42
H -3.04 5.90 0.61
H -5.00 4.41 0.47
H -4.81 2.05 1.21
H -2.65 1.22 2.07
H -4.49 -1.28 0.00
H -6.88 -0.66 0.09
H -7.72 1.23 -1.26
H -6.17 2.49 -2.71
H -3.78 1.88 -2.80
H -2.23 2.60 -0.81
H -0.82 4.45 -1.60
H 0.98 4.02 -3.26
H 1.34 1.73 -4.12
H -0.10 -0.11 -3.36
Cl 1.11 -4.54 -1.32
C 1.33 -4.52 -3.07
C 1.07 -5.70 -3.74
C 1.17 -5.71 -5.12
C 1.52 -4.54 -5.78
C 1.78 -3.38 -5.07
Cl 2.20 -1.95 -5.96
C 1.70 -3.33 -3.67
S 2.06 -1.86 -2.79
H 0.79 -6.59 -3.19
H 0.98 -6.61 -5.68
H 1.60 -4.51 -6.86
*
```

***

Density functional theory data (the ωB97M-V functional and the def2-TZVPD basis) for C23H33FGdNO2P2 as an isolated structure in a non-equilibrium geometry.

The calculation puts the HOMO energy (spin up / spin down) at -6.276 / -6.274 eV. The calculation puts the frontier orbital gap (spin up / spin down) at 0.2310 / 0.2052 hartree.

ORCA input file:
```
! RIJCOSX wB97M-V def2-TZVPD def2/J DEFGRID3
* xyz 0 8
C -0.40 3.89 -1.73
C -0.62 2.56 -1.27
N 0.30 1.96 -0.40
C 1.31 2.74 0.08
C 1.49 4.07 -0.29
C 0.64 4.65 -1.23
C -1.78 1.89 -1.73
P -2.29 0.26 -1.26
Gd -0.06 -0.42 0.30
P 2.55 0.33 0.93
C 2.31 2.16 1.08
C 0.33 -2.86 0.00
C -0.84 -3.37 0.54
C -0.75 -4.57 1.29
C 0.45 -5.28 1.33
C 1.54 -4.85 0.57
C 1.47 -3.63 -0.14
O -1.30 0.95 -5.73
O 2.61 -0.69 -5.95
H -1.10 4.28 -2.47
H 2.32 4.62 0.14
H 0.79 5.67 -1.56
C -3.88 0.52 -0.37
C -2.81 -0.55 -2.82
H 3.29 2.65 0.92
H 2.00 2.39 2.12
H -1.52 0.81 -6.61
H -2.31 2.41 -2.53
C 3.38 -0.05 2.50
C 3.93 0.28 -0.27
H -1.81 -2.89 0.37
H -1.63 -4.94 1.82
H 0.52 -6.19 1.93
H 2.45 -5.45 0.53
H 2.30 -3.31 -0.78
H 0.12 -0.63 -1.50
H 1.96 -1.27 -5.54
H 3.39 -0.82 -5.48
H -0.33 0.83 -5.69
H 0.45 -1.28 -1.52
H -4.72 0.23 -1.02
H -3.87 -0.10 0.53
H -3.98 1.57 -0.08
H -3.90 -0.51 -2.93
H -2.33 -0.09 -3.70
H -2.50 -1.61 -2.76
H 4.76 0.93 0.04
H 4.28 -0.76 -0.35
H 3.57 0.60 -1.26
H 4.38 0.40 2.56
H 2.77 0.30 3.34
H 3.47 -1.14 2.57
F -2.90 0.63 6.19
C -2.33 0.45 4.95
C -1.20 1.19 4.63
C -0.62 1.00 3.36
C -1.15 0.06 2.49
C -2.28 -0.66 2.83
C -2.90 -0.47 4.09
H -0.77 1.90 5.34
H 0.26 1.60 3.08
H -2.73 -1.39 2.14
H -3.78 -1.03 4.38
*
```

***

Density functional theory data (the ωB97M-V functional and the def2-TZVPD basis) for a 2-piece molecular cluster, C5H7N overall in a non-equilibrium geometry.

The calculation puts the HOMO energy (spin up / spin down) at -9.142 / -9.099 eV. The calculation puts the frontier orbital gap (spin up / spin down) at 0.3124 / 0.3104 hartree.

ORCA input file:
```
! RIJCOSX wB97M-V def2-TZVPD def2/J DEFGRID3
* xyz 0 1
N 2.14 -0.60 1.53
C 1.64 -0.22 0.56
C 1.08 0.28 -0.71
C -0.28 0.93 -0.55
C -0.72 -1.13 1.66
C -1.31 0.66 -1.34
H 1.02 -0.56 -1.41
H 1.80 1.00 -1.12
H -0.37 1.63 0.27
H -0.81 -0.84 2.73
H -0.67 -2.24 1.71
H -1.24 -0.08 -2.13
H -2.27 1.15 -1.20
*
```

***

Table of energy above the lowest of the compared OMol25 structures with the same formula, charge and spin (kcal per mole), in record order: 20.3 14.5 0.0 131.6